(1)
The following is a quantum chemistry calculation of a 2-piece molecular cluster, C5H10O2 overall, from the OMol25 dataset.

Results
Lowest unoccupied orbital energy (spin up / spin down)   0.3 / -1.0 eV
Frontier orbital gap (spin up / spin down)   8.96 / 6.25 eV
E_tot   -9435.8759 eV
Energy above the lowest of the compared OMol25 structures with the same formula, charge and spin   7.167 eV

The geometry in ORCA input format:
```
! RIJCOSX wB97M-V def2-TZVPD def2/J DEFGRID3
* xyz 0 1
O 1.15657 2.28225 0.60379
O -0.87942 0.72216 0.76946
C 0.80054 -0.80354 -0.37000
C 1.70005 0.37536 -0.26947
C -0.85533 0.93251 -0.69079
C -1.56237 -1.51862 0.31357
C -0.63806 -0.39174 -0.06311
H -1.86803 1.15508 -1.06253
H 1.16784 -1.62119 0.26704
H 0.53614 1.84084 1.22262
H 2.22050 0.75617 -1.14079
H -1.25696 -1.84739 1.31713
H 2.26449 0.45262 0.64955
H -2.59571 -1.17047 0.38061
H 0.77067 -1.14878 -1.41294
H -1.49684 -2.38146 -0.35695
H 0.53592 2.36620 -0.15722
*
```



(2)
The following is a quantum chemistry calculation of a 10-piece molecular cluster, C38H83NO17S7 overall, from the OMol25 dataset.

Results
Lowest unoccupied orbital energy   0.2 eV
Frontier orbital gap   9.36 eV
SMILES   O=S1(=O)CCCC1.O=S1(=O)CCCC1.O=S1(=O)CCCC1.O=S1(=O)CCCC1.O=S1(=O)CCCC1.O=S1(=O)CCCC1.O=S1(=O)CCCC1.COC[C@H](C)N.CC(C)O.CC(C)O
E_tot   -152886.8011 eV
Energy above the lowest of the compared OMol25 structures with the same formula, charge and spin   0.000 eV

The geometry in ORCA input format:
```
! RIJCOSX wB97M-V def2-TZVPD def2/J DEFGRID3
* xyz 0 1
S 15.47596 16.70211 17.25234
S 11.13483 21.79497 16.51474
S 18.98252 25.61101 13.58947
S 17.94528 20.82999 23.32797
S 20.62365 17.61708 15.05546
S 21.96060 24.66798 18.95040
S 12.45859 23.41562 20.11172
O 17.80240 17.96806 10.55155
O 17.41325 20.81674 17.58496
O 11.20154 22.30739 10.85224
O 18.68101 20.82315 24.62160
O 12.32872 22.70059 16.70610
O 18.15662 25.94087 14.74089
O 16.88759 16.73363 17.54081
O 22.60694 25.46239 19.97885
O 20.95145 18.82190 14.29353
O 22.67689 23.62971 18.19045
O 11.21941 23.85420 19.47263
O 10.44106 21.95597 15.24803
O 20.37351 26.03521 13.50189
O 19.69797 16.56494 14.59894
O 18.30643 20.04163 22.12655
O 14.52081 17.55058 17.96016
O 12.65018 22.12052 20.73109
N 14.79285 20.83188 15.00508
C 10.02391 21.44698 17.97068
C 15.82195 18.41559 12.00420
C 17.35751 18.27283 11.85893
C 14.94227 15.65930 14.86637
C 10.38112 20.02173 18.47927
C 21.07375 25.71194 17.59608
C 10.50715 21.41799 11.71803
C 10.72272 19.20701 17.24783
C 16.01290 22.69438 15.78042
C 18.11296 19.49485 12.47091
C 14.79266 14.93149 17.28544
C 15.48199 21.94886 23.90486
C 13.83621 23.82275 18.95383
C 15.26909 17.07246 15.50452
C 19.61836 25.90779 18.04708
C 22.08204 16.88044 15.87495
C 19.92478 18.30976 16.67300
C 11.82371 20.00175 16.47177
C 14.78728 24.76761 19.73791
C 18.83561 23.77033 13.24405
C 20.82279 17.71970 17.88532
C 9.52553 20.66472 10.88567
C 17.92210 24.76733 11.18872
C 11.50904 20.37866 12.43068
C 20.31589 24.01047 19.58048
C 16.13440 20.62070 23.64370
C 16.56057 23.06696 23.57619
C 16.08496 21.15454 15.56375
C 13.79466 25.66204 20.52170
C 19.15548 24.52652 18.69748
C 14.16382 14.86206 15.90317
C 17.74642 23.57451 12.12679
C 12.91518 24.65325 21.30070
C 17.46245 20.01290 18.75919
C 17.96015 26.07800 12.09651
C 16.45089 20.28249 16.86616
C 17.67908 22.48427 22.61671
C 22.22043 17.54197 17.26859
H 15.20171 17.53781 12.18558
H 17.07090 24.94268 10.53083
H 14.49761 21.16476 14.09838
H 20.40037 22.92633 19.50564
H 20.33943 16.78233 18.16063
H 16.82066 20.92556 14.79276
H 22.66408 18.53188 17.16204
H 17.75162 20.04184 13.34173
H 9.57724 22.34317 18.40130
H 17.49755 17.07753 10.36279
H 17.06819 26.28397 12.68819
H 12.05022 19.72082 15.44324
H 14.28861 17.54781 15.47651
H 11.27572 20.15766 19.08699
H 12.23906 19.89825 11.77923
H 16.79103 19.34896 16.41791
H 14.00926 21.15994 15.55140
H 9.14707 21.10167 17.42296
H 21.69840 26.57735 17.37480
H 16.93303 23.23729 15.99656
H 22.91892 16.98403 17.89222
H 15.54946 25.31207 19.18045
H 18.85162 18.13353 16.59978
H 19.76115 26.80297 18.65236
H 9.87717 21.79462 12.52387
H 20.98009 24.98364 16.79053
H 19.92489 19.39925 16.63976
H 14.58877 22.02204 23.28445
H 22.90492 16.83140 15.16181
H 19.02647 23.81171 17.88476
H 18.97067 26.21360 17.22545
H 12.01812 25.06761 21.76078
H 17.91079 22.63987 11.59057
H 14.47274 26.28283 21.10729
H 18.99164 23.29549 14.21269
H 17.32469 22.26296 21.60997
H 12.72430 19.99836 17.08579
H 13.20071 26.33704 19.90551
H 14.19220 14.78330 18.18298
H 19.79282 23.79220 12.72312
H 14.37274 15.70440 13.93809
H 15.57803 19.12242 12.79730
H 15.09276 21.98642 24.92230
H 20.34878 24.39984 20.59803
H 16.82561 23.50764 12.70623
H 18.78511 24.71215 10.52519
H 20.86776 18.43374 18.70765
H 9.85441 18.85716 16.68949
H 13.43302 24.40717 18.12679
H 18.30438 27.01512 11.65901
H 15.46391 20.06263 17.27314
H 11.94905 22.59830 11.37969
H 15.75532 20.06510 22.78597
H 8.68224 20.40342 11.52496
H 15.80452 15.04164 14.61512
H 16.15261 19.97049 24.51834
H 15.91113 17.88035 15.15352
H 9.81620 19.55292 19.28498
H 15.22043 23.02932 16.44968
H 11.12406 19.51847 12.97836
H 15.73706 23.08300 14.80013
H 13.52954 24.22148 22.09079
H 15.35943 24.30390 20.54147
H 11.14984 18.23135 17.47969
H 18.39622 20.33923 19.21712
H 18.06034 20.26179 11.69817
H 13.22350 15.38262 16.08459
H 18.65534 22.94829 22.47640
H 9.08799 21.43309 10.24828
H 16.64841 20.08075 19.48089
H 17.08653 23.36901 24.48186
H 9.95029 19.78635 10.39971
H 19.18527 19.29930 12.47159
H 15.52120 18.95971 11.10888
H 17.54869 17.47388 12.57533
H 15.72446 14.36624 17.30432
H 17.71319 18.95800 18.64776
H 18.23517 24.69579 19.25647
H 16.16737 23.96480 23.09936
H 12.15194 20.84046 13.18003
H 13.91700 13.89876 15.45682
H 14.27968 22.89531 18.59149
H 21.67173 15.88984 16.07106
*
```



(3)
The following is a quantum chemistry calculation of one molecule with the formula C25H27N3O4S, from the OMol25 dataset.

Results
Lowest unoccupied orbital energy   0.2 eV
Frontier orbital gap   8.61 eV
SMILES   CCCCC(=O)Nc1ccc(C(=O)Nc2ccc(S(=O)(=O)Nc3ccc(C)cc3)cc2)cc1
E_tot   -49860.3096 eV
Energy above the lowest of the compared OMol25 structures with the same formula, charge and spin   0.000 eV

The geometry in ORCA input format:
```
! RIJCOSX wB97M-V def2-TZVPD def2/J DEFGRID3
* xyz 0 1
S -4.18409 -0.83280 -2.55399
O 2.04254 1.74094 1.52440
O 0.93770 -5.65807 1.36093
O -5.49439 -0.77352 -1.98499
O -4.05654 -1.04772 -3.96495
N 3.33492 0.17005 0.50006
N -3.36155 0.59921 -2.26515
N -0.92597 -4.69020 0.58032
C 0.40819 -4.66464 0.90986
C -3.21761 -2.03869 -1.65092
C 3.55965 3.81017 0.31341
C 2.44093 -3.37557 0.32040
C -1.58103 1.50063 -0.88636
C 4.15504 2.43614 0.62382
C -2.80975 0.86133 -1.01004
C -3.04006 -3.67282 0.07853
C 3.05407 1.43555 0.93558
C -2.94426 0.71272 1.38137
C 1.25687 -0.98668 1.08988
C 2.17850 5.17026 -1.30088
C -1.71624 1.35051 1.51732
C 2.81821 3.81634 -1.02181
C 2.56771 -0.99010 0.61741
C -1.10247 -3.06629 -1.22432
C 1.12084 -3.37024 0.76362
C -1.67391 -3.79893 -0.18135
C -1.05037 1.74910 0.36561
C -3.49402 0.47307 0.13692
C -3.80773 -2.78677 -0.65171
C -1.87680 -2.18387 -1.95097
C -1.13321 1.62281 2.87052
C 0.54356 -2.16582 1.15808
C 3.15174 -2.19797 0.23265
H -1.45112 -1.61806 -2.76440
H -0.05956 -3.19712 -1.46396
H 4.35597 4.55650 0.29287
H 2.89633 -4.31372 0.04196
H -2.80115 0.87785 -3.05533
H -1.63067 2.47921 3.32630
H -3.48337 0.40433 2.26570
H -4.45755 0.00111 0.03564
H -1.27079 0.76844 3.53072
H 1.66115 5.15985 -2.25718
H -1.04916 1.81057 -1.77534
H 2.93486 5.95180 -1.32798
H 2.04307 3.04677 -1.00490
H 4.78929 2.50570 1.51190
H -3.48919 -4.26379 0.86287
H 0.80162 -0.06425 1.40313
H -0.46704 -2.14360 1.53713
H 1.45856 5.41627 -0.52395
H -4.86109 -2.65921 -0.46014
H 3.51576 3.57012 -1.82707
H 4.24245 0.02523 0.07829
H -0.09708 2.24799 0.45516
H 4.76930 2.09199 -0.21045
H -1.41426 -5.51156 0.91778
H 4.17159 -2.21057 -0.12612
H 2.86450 4.07313 1.11240
H -0.07288 1.84688 2.79172
*
```